# C4H12N3

C4H12N3 as an isolated structure in a non-equilibrium geometry (ωB97M-V/def2-TZVPD, the Open Molecules 2025 dataset).

Energy above the lowest of the compared OMol25 structures with the same formula, charge and spin   147.3 kcal per mole
Highest occupied orbital energy   -14.479 eV
Gap between HOMO and LUMO   9.59 eV
Charge   +1

Geometry as XYZ:
```
19
Properties=species:S:1:pos:R:3:forces:R:3
H -0.03809 -2.66628 -1.42482 -0.488 0.750 0.662
H -1.24014 -0.80055 -1.52092 -0.320 1.131 0.657
H 2.78231 -1.95091 -0.83082 -1.600 0.757 1.658
C -0.09931 -1.98200 -0.53522 -0.448 1.192 -1.534
C 2.12042 -1.45315 0.04340 3.832 1.917 -2.020
C -1.30950 2.11667 0.84568 -0.188 0.496 1.291
H -0.76991 2.79184 1.55266 0.014 -0.667 -0.855
H 0.31297 2.10927 -0.76951 -1.318 -1.134 1.127
H -0.31046 0.06892 0.98449 0.167 -0.356 2.282
N -1.12136 -0.92609 -0.50386 -1.319 -0.221 -1.265
N -0.25567 0.14415 0.01596 1.160 -3.044 -3.272
H -2.17722 2.64473 0.50300 -0.405 0.512 -0.146
C -0.60869 1.52979 -0.35483 3.283 1.270 0.671
H 2.73246 -0.51188 0.14491 -0.059 -1.102 0.664
H 2.11560 -2.11850 0.89808 -0.576 0.139 0.243
H -0.22551 -2.57263 0.33243 0.712 -0.540 1.303
H -1.26407 1.53494 -1.14694 -1.467 -0.577 -1.921
N 0.98404 -0.98275 -0.64509 -1.011 -0.737 0.467
H -1.73610 1.29658 1.44170 0.031 0.215 -0.012
```
Positions in Å, forces in eV/Å.

Here are the Mulliken charges for atoms 1 to 6, given in e: 0.3327 0.3405 0.3490 -0.4222 -0.7997 -1.1152

---

# C9H9N3O2

A 2-piece molecular cluster, C9H9N3O2 overall in a non-equilibrium geometry (ωB97M-V/def2-TZVPD, the Open Molecules 2025 dataset).

Energy above the lowest of the compared OMol25 structures with the same formula, charge and spin   62.2 kcal per mole
Highest occupied orbital energy   -9.657 eV
Gap between HOMO and LUMO   9.91 eV

Geometry as XYZ:
```
23
Properties=species:S:1:pos:R:3:forces:R:3
H -0.62850 1.57681 -0.62875 0.150 0.529 0.199
N 0.81361 -2.58464 1.32417 -0.512 -1.217 -1.055
C 0.96475 -1.15776 1.30450 3.917 -3.478 0.827
H -3.55730 1.02349 -3.58189 0.277 0.419 -0.324
C -1.26786 3.34148 -3.38816 -1.494 0.223 -0.734
H -2.63292 0.32610 -1.52528 1.380 1.439 -0.715
C -2.11794 1.20529 -2.06547 -0.464 -1.136 1.760
C -1.07655 1.98104 -1.52719 -0.209 -2.151 0.085
C 1.17533 -3.44538 2.36874 -1.235 1.944 -0.300
H -1.11721 4.21188 -3.92506 1.026 1.790 -0.895
C 2.27660 -1.54167 3.34645 0.611 1.342 2.782
H 0.24175 3.70125 -1.85545 -1.149 -1.183 -0.851
H 0.60783 -4.34512 2.35966 0.299 -1.014 -0.098
H 0.64901 -3.19554 0.48523 -0.336 2.191 0.658
C 1.81301 -2.93879 3.39963 0.711 0.257 -0.700
C -2.69272 1.59990 -3.23507 -0.999 0.287 -0.183
H 2.02409 0.31784 1.94507 0.846 -1.382 1.794
N 2.00575 -0.71249 2.19343 -2.454 -0.883 -0.510
C -0.58047 3.02305 -2.26866 1.669 0.976 2.223
N -2.34648 2.73053 -3.84829 -0.169 -1.217 -0.567
O 0.59279 -0.45474 0.44132 -1.723 1.436 -1.544
H 2.06930 -3.50145 4.27606 -0.004 0.129 0.232
O 2.78414 -1.16108 4.40505 -0.139 0.699 -2.085
```
Positions in Å, forces in eV/Å.

Here are the Mulliken charges for atoms 1 to 6, given in e: 0.3638 -0.1445 0.2456 0.3223 -0.1325 0.2516